The following is a DFT calculation (the ωB97M-V functional and the def2-TZVPD basis) of 5 unconnected molecules or ions with the total composition C49H109F2NO7P3S2 at a distorted geometry.

Bonds (Å) are listed after each position.
Atoms and positions in Å:
1 C -4.6605 3.2366 0.2068  C2 1.511, H18 1.088, H19 1.093, H20 1.092
2 C -4.4396 4.1064 1.4229  C1 1.511, C3 1.564, H21 1.091, H22 1.096
3 C -2.9842 3.9933 1.9844  C2 1.564, C4 1.513, H23 1.092, H24 1.094
4 C -2.6241 4.7477 3.2456  C3 1.513, P5 1.807, H25 1.091, H26 1.092
5 P -0.8361 4.8615 3.4834  C4 1.807, C6 1.869, C10 1.811, C14 1.833
6 C -0.3020 3.1998 4.1514  P5 1.869, C7 1.528, H27 1.088, H28 1.091
7 C -0.8741 2.8845 5.5323  C6 1.528, C8 1.581, H29 1.093, H30 1.092
8 C -0.4572 1.4302 5.9903  C7 1.581, C9 1.522, H31 1.092, H32 1.091
9 C 1.0100 1.1426 5.7070  C8 1.522, H33 1.090, H34 1.089, H35 1.093
10 C -0.4291 6.0289 4.8062  P5 1.811, C11 1.545, H36 1.089, H37 1.095
11 C 1.0660 5.9814 5.1936  C10 1.545, C12 1.492, H38 1.092, H39 1.093
12 C 1.4193 7.0944 6.1219  C11 1.492, C13 1.547, H40 1.094, H41 1.091
13 C 0.5848 7.2760 7.4115  C12 1.547, H42 1.089, H43 1.088, H44 1.093
14 C 0.0674 5.2832 1.9448  P5 1.833, C15 1.507, H45 1.095, H46 1.090
15 C 1.3241 4.4922 1.6859  C14 1.507, C16 1.513, H47 1.092, H48 1.092
16 C 2.1608 4.9536 0.5124  C15 1.513, C17 1.551, H49 1.092, H50 1.093
17 C 1.4524 5.1072 -0.8586  C16 1.551, H51 1.087, H52 1.093, H53 1.094
18 H -4.0900 3.5872 -0.6513  C1 1.088
19 H -5.7180 3.2066 -0.0662  C1 1.093
20 H -4.5148 2.1666 0.3678  C1 1.092
21 H -5.2598 4.1343 2.1419  C2 1.091
22 H -4.4512 5.1426 1.0676  C2 1.096
23 H -2.3808 4.2917 1.1242  C3 1.092
24 H -2.7668 2.9226 2.0314  C3 1.094
25 H -3.0995 4.1604 4.0332  C4 1.091
26 H -3.1045 5.7284 3.2415  C4 1.092
27 H 0.7847 3.1731 4.2054  C6 1.088
28 H -0.7776 2.4395 3.5292  C6 1.091
29 H -1.9653 2.8914 5.4776  C7 1.093
30 H -0.6416 3.6059 6.3188  C7 1.092
31 H -1.2029 0.8478 5.4450  C8 1.092
32 H -0.6817 1.2961 7.0495  C8 1.091
33 H 1.3666 0.1296 5.8920  C9 1.090
34 H 1.6762 1.8948 6.1258  C9 1.089
35 H 1.0898 1.1358 4.6172  C9 1.093
36 H -1.1490 6.0001 5.6235  C10 1.089
37 H -0.5787 6.9937 4.3098  C10 1.095
38 H 1.6017 5.9888 4.2415  C11 1.092
39 H 1.3681 5.0163 5.6070  C11 1.093
40 H 1.3114 8.0782 5.6557  C12 1.094
41 H 2.4658 7.1065 6.4293  C12 1.091
42 H -0.2737 7.9183 7.2182  C13 1.089
43 H 1.1874 7.6659 8.2291  C13 1.088
44 H 0.2044 6.3096 7.7523  C13 1.093
45 H 0.3124 6.3322 2.1389  C14 1.095
46 H -0.5440 5.2594 1.0421  C14 1.090
47 H 1.1617 3.4197 1.5624  C15 1.092
48 H 1.9188 4.6219 2.5929  C15 1.092
49 H 2.9619 4.2419 0.3023  C16 1.092
50 H 2.7509 5.8326 0.7849  C16 1.093
51 H 2.0867 5.2017 -1.7366  C17 1.087
52 H 0.7254 5.9227 -0.8645  C17 1.093
53 H 0.8428 4.2033 -0.9458  C17 1.094
54 C 2.7403 3.9479 -8.4207  C55 1.542, H71 1.088, H72 1.094, H73 1.092
55 C 3.3228 2.5257 -8.2929  C54 1.542, C56 1.552, H74 1.090, H75 1.093
56 C 3.0301 1.9750 -6.8723  C55 1.552, C57 1.517, H76 1.091, H77 1.094
57 C 3.4755 0.5479 -6.6159  C56 1.517, P58 1.899, H78 1.090, H79 1.090
58 P 2.7177 -0.1463 -5.0184  C57 1.899, C59 1.856, C63 1.859, C67 1.804
59 C 3.4628 0.7189 -3.5549  P58 1.856, C60 1.548, H80 1.092, H81 1.090
60 C 2.7431 2.0556 -3.2543  C59 1.548, C61 1.515, H82 1.091, H83 1.092
61 C 3.1125 2.5522 -1.8710  C60 1.515, C62 1.534, H84 1.092, H85 1.093
62 C 4.5875 2.9018 -1.6334  C61 1.534, H86 1.093, H87 1.091, H88 1.088
63 C 0.8885 0.1835 -5.0675  P58 1.859, C64 1.531, H89 1.092, H90 1.093
64 C 0.0170 -0.4834 -6.1353  C63 1.531, C65 1.530, H91 1.094, H92 1.092
65 C 0.2106 -0.1562 -7.6170  C64 1.530, C66 1.540, H93 1.093, H94 1.091
66 C -0.6342 -0.9910 -8.5973  C65 1.540, H95 1.091, H96 1.090, H97 1.088
67 C 3.0472 -1.9184 -4.9386  P58 1.804, C68 1.535, H98 1.093, H99 1.095
68 C 2.7293 -2.6632 -3.6346  C67 1.535, C69 1.531, H100 1.092, H101 1.091
69 C 1.4807 -3.5470 -3.7021  C68 1.531, C70 1.513, H102 1.092, H103 1.092
70 C 1.2317 -4.1713 -2.3461  C69 1.513, H104 1.091, H105 1.093, H106 1.092
71 H 2.9484 4.4793 -9.3470  C54 1.088
72 H 3.1136 4.5651 -7.5978  C54 1.094
73 H 1.6803 4.0524 -8.1781  C54 1.092
74 H 4.3752 2.5186 -8.5752  C55 1.090
75 H 2.8305 1.8058 -8.9521  C55 1.093
76 H 1.9909 2.1342 -6.5818  C56 1.091
77 H 3.5876 2.6166 -6.1839  C56 1.094
78 H 4.5574 0.6294 -6.5142  C57 1.090
79 H 3.0971 -0.0731 -7.4271  C57 1.090
80 H 4.5143 0.9418 -3.7484  C59 1.092
81 H 3.4936 0.0456 -2.6981  C59 1.090
82 H 1.6573 1.9595 -3.3023  C60 1.091
83 H 2.9577 2.8075 -4.0163  C60 1.092
84 H 2.8746 1.9070 -1.0233  C61 1.092
85 H 2.6096 3.4854 -1.6046  C61 1.093
86 H 5.0310 3.5696 -2.3768  C62 1.093
87 H 5.1641 1.9768 -1.6788  C62 1.091
88 H 4.6435 3.4116 -0.6737  C62 1.088
89 H 0.6780 1.2510 -5.1560  C63 1.092
90 H 0.4880 -0.0434 -4.0763  C63 1.093
91 H -0.9590 -0.1048 -5.8191  C64 1.094
92 H -0.0082 -1.5565 -5.9317  C64 1.092
93 H 1.2421 -0.4246 -7.8599  C65 1.093
94 H 0.0717 0.9066 -7.8188  C65 1.091
95 H -1.6249 -0.9293 -8.1435  C66 1.091
96 H -0.2669 -2.0166 -8.6147  C66 1.090
97 H -0.6157 -0.6074 -9.6148  C66 1.088
98 H 4.0701 -2.0463 -5.3007  C67 1.093
99 H 2.4981 -2.3735 -5.7689  C67 1.095
100 H 2.6839 -1.9674 -2.7943  C68 1.092
101 H 3.6129 -3.2492 -3.3766  C68 1.091
102 H 1.6819 -4.3247 -4.4415  C69 1.092
103 H 0.5337 -3.0673 -3.9571  C69 1.092
104 H 0.9435 -3.4500 -1.5803  C70 1.091
105 H 2.0956 -4.7120 -1.9501  C70 1.093
106 H 0.4916 -4.9699 -2.4301  C70 1.092
107 C -4.7813 -2.0059 4.7526  C108 1.560, H124 1.089, H125 1.091, H126 1.088
108 C -3.6144 -1.5640 3.8167  C107 1.560, C109 1.545, H127 1.093, H128 1.090
109 C -2.6255 -2.6272 3.2896  C108 1.545, C110 1.528, H129 1.092, H130 1.091
110 C -3.2085 -3.3753 2.0915  C109 1.528, P111 1.828, H131 1.091, H132 1.089
111 P -1.9583 -4.4690 1.3295  C110 1.828, C112 1.804, C116 1.832, C120 1.792
112 C -2.3571 -6.1428 1.8721  P111 1.804, C113 1.576, H133 1.090, H134 1.092
113 C -2.3293 -6.2189 3.4461  C112 1.576, C114 1.514, H135 1.089, H136 1.092
114 C -2.5800 -7.6013 4.0101  C113 1.514, C115 1.558, H137 1.091, H138 1.092
115 C -3.9695 -8.2522 3.7374  C114 1.558, H139 1.090, H140 1.091, H141 1.089
116 C -1.9795 -4.5285 -0.5013  P111 1.832, C117 1.565, H142 1.090, H143 1.094
117 C -3.3823 -4.8589 -1.1125  C116 1.565, C118 1.547, H144 1.092, H145 1.092
118 C -3.5432 -4.4485 -2.5956  C117 1.547, C119 1.542, H146 1.094, H147 1.089
119 C -2.3915 -4.8924 -3.5194  C118 1.542, H148 1.089, H149 1.088, H150 1.092
120 C -0.3405 -4.0999 2.0048  P111 1.792, C121 1.527, H151 1.090, H152 1.092
121 C 0.6909 -5.1245 1.5372  C120 1.527, C122 1.536, H153 1.092, H154 1.092
122 C 2.1031 -4.6551 1.9196  C121 1.536, C123 1.520, H155 1.091, H156 1.092
123 C 3.2024 -5.6502 1.5873  C122 1.520, H157 1.091, H158 1.089, H159 1.091
124 H -4.4072 -2.6745 5.5266  C107 1.089
125 H -5.5329 -2.5259 4.1572  C107 1.091
126 H -5.2021 -1.0944 5.1721  C107 1.088
127 H -2.9786 -0.9676 4.4755  C108 1.093
128 H -3.9251 -0.9524 2.9690  C108 1.090
129 H -2.3165 -3.2535 4.1294  C109 1.092
130 H -1.7146 -2.0707 3.0660  C109 1.091
131 H -3.4582 -2.6149 1.3505  C110 1.091
132 H -3.9897 -4.0932 2.3390  C110 1.089
133 H -1.7213 -6.7899 1.2679  C112 1.090
134 H -3.4011 -6.3267 1.6088  C112 1.092
135 H -3.0278 -5.5121 3.8925  C113 1.089
136 H -1.2921 -6.0602 3.7479  C113 1.092
137 H -2.4517 -7.6296 5.0931  C114 1.091
138 H -1.8226 -8.2910 3.6317  C114 1.092
139 H -3.8834 -9.3129 3.9735  C115 1.090
140 H -4.2376 -8.2264 2.6802  C115 1.091
141 H -4.7625 -7.8185 4.3452  C115 1.089
142 H -1.1306 -5.1032 -0.8713  C116 1.090
143 H -1.6893 -3.5338 -0.8530  C116 1.094
144 H -4.1939 -4.2845 -0.6608  C117 1.092
145 H -3.6753 -5.9092 -1.0523  C117 1.092
146 H -3.6047 -3.3682 -2.4377  C118 1.094
147 H -4.5305 -4.7225 -2.9653  C118 1.089
148 H -2.0799 -5.9212 -3.3440  C119 1.089
149 H -1.5895 -4.1568 -3.5253  C119 1.088
150 H -2.8642 -4.8666 -4.5030  C119 1.092
151 H -0.4869 -4.0553 3.0841  C120 1.090
152 H -0.0708 -3.0809 1.7183  C120 1.092
153 H 0.5920 -5.2287 0.4552  C121 1.092
154 H 0.4548 -6.0923 1.9847  C121 1.092
155 H 2.1762 -4.3930 2.9763  C122 1.091
156 H 2.3459 -3.7469 1.3632  C122 1.092
157 H 2.9965 -6.5344 2.1928  C123 1.091
158 H 4.1973 -5.2683 1.8132  C123 1.089
159 H 3.2269 -5.8878 0.5226  C123 1.091
160 O 3.3381 1.5989 1.2896  C161 1.345, H164 0.967
161 C 4.0464 2.0405 2.3438  O160 1.345, O162 1.279, O163 1.258
162 O 3.5095 2.4694 3.4219  C161 1.279
163 O 5.3038 2.0724 2.3717  C161 1.258
164 H 2.4572 1.4912 1.6735  O160 0.967
165 N -0.8285 -1.2660 -0.1412  S166 1.671, S170 1.516
166 S -1.8934 -0.3204 -1.0149  N165 1.671, O167 1.432, O168 1.437, F169 1.600, S170 2.425
167 O -1.9003 -0.5175 -2.4338  S166 1.432
168 O -2.1446 0.9601 -0.4135  S166 1.437
169 F -3.2358 -1.1146 -0.6562  S166 1.600
170 S 0.4465 -0.4895 -0.4032  N165 1.516, S166 2.425, O171 1.448, O172 1.440, F173 1.592
171 O 0.5351 0.6412 0.4963  S170 1.448
172 O 1.0857 -0.3763 -1.6890  S170 1.440
173 F 1.3941 -1.4725 0.4163  S170 1.592

Energy above the lowest of the compared OMol25 structures with the same formula, charge and spin ... 5.3601 eV
Charge ... +1
Largest force on an atom ... 0.1479 Eh/bohr